(1)
An isolated ion of composition C6H10N and charge +1, computed with ωB97M-V with the def2-TZVPD basis set.

Calculated values
HOMO level in eV: -12.930
Total charge: +1

Last column: Löwdin charge in e.
Positions of all 17 atoms, in Å:
C: -0.91299 -1.67537 -2.32191  0.192
C: -0.32178 -0.61599 -1.72005  -0.071
C: 1.17400 0.58473 0.15069  -0.136
C: -0.08170 -0.32505 -0.33225  -0.074
C: -1.09611 -0.55109 0.60389  0.001
C: 1.02983 1.76202 2.35099  -0.012
N: 1.38472 0.93019 1.52045  -0.045
H: -1.07442 -1.73389 -3.32049  0.069
H: 0.07346 0.11054 -2.42987  0.131
H: 2.13585 0.02401 -0.24275  0.179
H: 1.21971 1.49111 -0.50521  0.148
H: -1.37867 0.34149 1.04970  0.109
H: -0.76456 -1.17065 1.47085  0.162
H: -1.81970 -1.13161 0.04973  0.099
H: 0.52135 2.64677 1.96427  0.090
H: -1.39317 -2.31968 -1.69414  0.061
H: 1.30420 1.63246 3.40609  0.099

***

(2)
An isolated ion of composition C6H10N and charge +1, computed with ωB97M-V with the def2-TZVPD basis set.

Calculated values
HOMO level in eV: -14.135
Total charge: +1
SMILES: C/[NH+]=C(\C)C1C=C1

Last column: Löwdin charge in e.
Positions of all 17 atoms, in Å:
C: -2.05331 1.16439 0.01988  0.010
N: -0.62948 0.84839 0.20058  0.039
C: -0.10815 -0.34956 0.00440  -0.249
C: -0.83943 -1.56870 -0.20926  -0.005
C: 1.38249 -0.46861 0.15365  -0.167
C: 2.30159 0.62860 0.49215  -0.068
C: 2.76827 0.13688 -0.61459  0.175
H: -2.52572 0.43801 0.71459  0.108
H: -2.02443 2.18297 0.52552  0.128
H: -2.21862 1.14138 -1.06083  0.112
H: 0.14402 1.49683 0.20978  0.138
H: -1.20968 -1.53110 -1.30719  0.160
H: -1.71477 -1.63997 0.51126  0.126
H: -0.25724 -2.45830 0.01574  0.095
H: 1.56588 -1.48424 0.61500  0.139
H: 2.16224 1.45558 1.27710  0.156
H: 3.25635 0.00746 -1.54779  0.102

***

(3)
C25H16F5N2O2PSSeY as an isolated structure, computed with ωB97M-V with the def2-TZVPD basis set.

Calculated values
HOMO level in eV: -10.839
Total charge: +1

Last column: Löwdin charge in e.
Positions of all 54 atoms, in Å:
Y: 1.60485 -1.05142 0.50758  1.171
O: 0.35451 -3.29393 1.60997  -0.059
N: -0.19333 -2.61460 0.51811  -0.142
C: -1.15837 -3.13975 -0.12013  -0.037
C: -1.75959 -2.52716 -1.30427  -0.208
C: -2.49968 -3.40075 -2.09766  -0.017
C: -3.06636 -2.97833 -3.29121  -0.042
C: -2.89822 -1.66608 -3.68655  -0.032
C: -2.18840 -0.77481 -2.88415  -0.051
C: -1.61449 -1.17477 -1.68661  -0.284
P: -0.80441 0.08919 -0.62457  1.042
C: -2.01903 0.34781 0.69751  -0.384
C: -3.34129 -0.08619 0.61663  -0.079
C: -4.21831 0.16657 1.66061  -0.061
C: -3.78575 0.85519 2.78635  -0.058
C: -2.47323 1.29623 2.86943  -0.056
C: -1.59181 1.04136 1.82972  -0.118
C: -0.80204 1.60107 -1.61118  -0.388
C: 0.25907 1.80850 -2.49328  -0.093
C: 0.28192 2.94246 -3.29117  -0.061
C: -0.74270 3.87478 -3.20273  -0.060
C: -1.79290 3.67657 -2.31657  -0.059
C: -1.82679 2.54104 -1.52166  -0.074
H: 0.42224 -4.24048 1.40493  0.125
H: -1.53210 -4.11505 0.19161  0.154
H: -2.62408 -4.42932 -1.78148  0.122
H: -3.63163 -3.67052 -3.89947  0.119
H: -3.33007 -1.31557 -4.61445  0.120
H: -2.09790 0.25419 -3.20443  0.108
H: -3.69580 -0.61345 -0.26037  0.107
H: -5.24432 -0.16983 1.59248  0.112
H: -4.47555 1.04861 3.59689  0.113
H: -2.12934 1.83562 3.74171  0.116
H: -0.57060 1.40052 1.90499  0.057
H: 1.06422 1.08651 -2.56586  0.082
H: 1.10352 3.10010 -3.97692  0.113
H: -0.72001 4.76186 -3.82171  0.113
H: -2.58664 4.40789 -2.24387  0.113
H: -2.64758 2.39240 -0.83131  0.109
O: 2.34560 -0.79496 -1.70293  -0.701
S: 3.06166 -2.14499 -1.70225  0.796
N: 2.90981 -2.85248 -0.41770  -0.483
F: 7.78697 0.98955 2.90034  0.153
C: 6.48039 0.77590 2.93145  -0.130
C: 5.79153 0.50392 1.76082  -0.143
F: 6.42131 0.45260 0.59177  0.141
C: 4.43389 0.28832 1.84206  -0.219
F: 3.78040 0.03413 0.65053  -0.063
C: 3.69855 0.31863 3.00764  -0.515
Se: 1.80945 0.02721 3.05760  0.669
C: 4.42009 0.59222 4.16185  -0.252
F: 3.80138 0.64474 5.33663  0.099
C: 5.78819 0.81946 4.13124  -0.131
F: 6.44277 1.07931 5.25403  0.150

***

(4)
The molecule C5H10O2, computed with ωB97M-V with the def2-TZVPD basis set.

Calculated values
HOMO level in eV: -9.468
SMILES: C1CCOCOC1

Last column: Löwdin charge in e.
Positions of all 17 atoms, in Å:
C: 1.40612 -0.72198 0.22666  -0.158
C: 1.16282 0.76636 -0.14820  -0.181
C: -0.09113 1.60619 0.34374  -0.149
O: -1.16856 0.91307 -0.25002  -0.158
C: -1.89425 -0.17244 -0.03259  -0.280
O: -1.06143 -1.16615 0.58894  -0.138
C: 0.08963 -1.53222 -0.22144  -0.156
H: 1.61216 -0.76249 1.35074  0.124
H: 2.29058 -1.11103 -0.33199  0.111
H: 2.12473 1.27993 0.12823  0.118
H: 0.93321 0.64047 -1.18092  0.084
H: -0.22246 2.61045 -0.15170  0.131
H: -0.18909 1.76953 1.49585  0.145
H: -2.69733 0.08335 0.66278  0.132
H: -2.26525 -0.57732 -1.02006  0.148
H: 0.11458 -2.57681 -0.20372  0.089
H: -0.14434 -1.04890 -1.25633  0.138

***

Computed ΔE to the lowest compared entry with this formula, charge and spin, in the same sequence as the records: 81.3 57.3 2.6 75.3 kcal/mol.
Computed strongest force on any atom, in the same sequence as the records: 4.88 3.77 0.17 4.24 eV/A.
Computed total energy, in the same sequence as the records: -288.95345 -288.99160 -4900.70894 -346.90540 a.u..